Entry a
Density functional theory data (wB97M-V/def2-TZVPD) for one molecule with the formula C5H8FNO.

Geometry as ORCA input:
```
! RIJCOSX wB97M-V def2-TZVPD def2/J DEFGRID3
* xyz 0 1
C 1.33 -1.31 0.43
C 0.07 -0.67 -0.43
C 0.90 2.43 0.12
C -1.27 -0.87 0.09
C -2.45 -0.13 0.05
H 1.07 -2.43 0.56
H 1.51 -0.67 1.38
H 0.22 -1.20 -1.32
H 0.82 3.09 -0.85
H 1.08 2.86 1.27
H -1.45 -2.00 -0.02
H -2.23 0.95 -0.32
H -3.50 -0.63 0.00
N 0.88 1.14 0.21
O 0.48 0.54 -0.90
F 2.56 -1.09 -0.27
*
```

Computed properties:
SMILES: C=C[C@H](CF)ON=C
Molecular weight (g mol⁻¹): 117.1

Here are the Mulliken charges for atoms 1 to 2, given in e: number 1, C, carries -0.303; number 2, C, carries 0.480

***

Entry b
Density functional theory data (wB97M-V/def2-TZVPD) for one molecule with the formula C5H8FNO.

Geometry as ORCA input:
```
! RIJCOSX wB97M-V def2-TZVPD def2/J DEFGRID3
* xyz 0 1
C 0.56 0.70 0.23
C -0.53 0.37 1.18
C -1.49 -0.44 0.21
C 0.69 -0.61 -0.54
C 1.91 0.24 -0.36
H -0.50 1.29 -1.18
H -0.97 1.27 1.61
H -0.17 -0.31 1.97
H -2.39 0.14 -0.08
H -1.89 -1.30 0.79
H -0.80 -1.54 -1.49
H 0.91 -1.50 0.07
H 2.34 0.95 -1.07
N -0.68 -0.61 -1.08
O 0.15 1.74 -0.61
F 2.87 -0.39 0.34
*
```

Computed properties:
SMILES: O[C@@]12CCN[C@H]1[C@@H]2F
Molecular weight (g mol⁻¹): 117.1

Here are the Mulliken charges for atoms 1 to 2, given in e: number 1, C, carries 0.494; number 2, C, carries -0.757

***

The structure with the least stability is entry a.

***

Entry a
Density functional theory data (wB97M-V/def2-TZVPD) for C5H9O3 as an isolated structure.

Geometry as ORCA input:
```
! RIJCOSX wB97M-V def2-TZVPD def2/J DEFGRID3
* xyz -1 1
O -1.85 -0.65 -1.53
C -1.54 0.51 -1.11
C -0.45 1.23 -1.92
O 0.67 1.60 -1.13
C 0.85 0.77 -0.01
C -0.34 -0.15 0.25
O -0.48 -0.61 1.57
C 0.54 -1.46 2.02
H -1.39 0.57 0.19
H -0.13 0.61 -2.78
H -0.88 2.16 -2.32
H 1.02 1.42 0.86
H 1.75 0.14 -0.14
H -0.22 -1.04 -0.40
H 0.23 -1.87 2.99
H 0.70 -2.30 1.31
H 1.50 -0.93 2.16
*
```

Computed properties:
Molecular weight (g mol⁻¹): 117.1

Here are the Mulliken charges for atoms 1 to 2, given in e: number 1, O, carries -0.557; number 2, C, carries -0.487

***

Entry b
Density functional theory data (wB97M-V/def2-TZVPD) for C5H9O3 as an isolated structure.

Geometry as ORCA input:
```
! RIJCOSX wB97M-V def2-TZVPD def2/J DEFGRID3
* xyz -1 1
C 2.44 1.05 0.03
O 3.21 0.02 -1.10
C 1.39 0.08 0.58
C 0.36 -0.43 -0.49
C -0.84 -1.01 0.23
C -2.04 -0.32 0.34
O -2.04 0.90 -0.39
O -3.11 -0.65 0.90
H 1.83 1.91 -0.26
H 3.16 1.34 0.79
H 1.93 -0.75 1.07
H 0.79 0.54 1.39
H -0.01 0.41 -1.11
H 0.83 -1.10 -1.22
H -0.73 -1.77 1.00
H 2.92 0.99 -1.15
H -2.85 1.34 -0.09
*
```

Computed properties:
Molecular weight (g mol⁻¹): 117.1

Here are the Mulliken charges for atoms 1 to 2, given in e: number 1, C, carries -0.515; number 2, O, carries -0.527

***

The structure with the least stability is entry a.

***

Entry a
Density functional theory data (wB97M-V/def2-TZVPD) for C5H12SSi as an isolated structure.

Geometry as ORCA input:
```
! RIJCOSX wB97M-V def2-TZVPD def2/J DEFGRID3
* xyz 0 1
C -3.29 0.79 -0.19
C -2.69 -0.04 0.61
C 2.24 -1.46 -0.19
C 1.01 0.37 1.69
C 0.53 0.78 -1.75
Si 0.80 -0.16 -0.11
S -0.92 -1.39 -0.19
H -4.03 1.46 0.23
H -2.96 1.00 -1.23
H -3.00 -0.52 1.56
H 2.31 -2.00 0.78
H 2.03 -2.31 -0.88
H 3.22 -0.86 -0.43
H -0.02 0.87 1.98
H 1.29 -0.50 2.35
H 1.77 1.06 2.10
H 0.68 0.11 -2.60
H -0.35 1.33 -1.78
H 1.38 1.49 -1.96
*
```

Computed properties:
Molecular weight (g mol⁻¹): 132.3

Here are the Mulliken charges for atoms 1 to 2, given in e: number 1, C, carries -0.406; number 2, C, carries -0.380

***

Entry b
Density functional theory data (wB97M-V/def2-TZVPD) for C5H12SSi as an isolated structure.

Geometry as ORCA input:
```
! RIJCOSX wB97M-V def2-TZVPD def2/J DEFGRID3
* xyz 0 1
C -1.62 0.55 0.12
C -1.59 1.94 -0.32
C 1.31 0.09 -1.87
C 0.33 -2.36 0.20
C 0.89 0.27 1.86
Si 0.03 -0.43 0.24
S -2.93 -0.24 0.77
H -1.94 1.80 -1.38
H -0.55 2.30 -0.40
H -2.37 2.60 0.22
H 2.11 0.54 -1.43
H 1.41 -0.85 -2.21
H 1.03 0.74 -2.62
H 1.35 -2.67 0.42
H -0.45 -3.06 0.79
H 0.23 -2.65 -0.81
H 0.23 -0.14 2.67
H 1.95 0.24 1.92
H 0.59 1.31 1.84
*
```

Computed properties:
Molecular weight (g mol⁻¹): 132.3

Here are the Mulliken charges for atoms 1 to 2, given in e: number 1, C, carries 0.255; number 2, C, carries -0.984

***

The structure with the least stability is entry b.

***

Entry a
Density functional theory data (wB97M-V/def2-TZVPD) for C6H13N3 as an isolated structure.

Geometry as ORCA input:
```
! RIJCOSX wB97M-V def2-TZVPD def2/J DEFGRID3
* xyz 0 1
C -2.14 -1.29 -0.68
C -0.82 1.57 1.28
C 0.36 -0.90 -0.10
C 1.12 0.34 -0.28
C -0.93 -0.49 -0.28
N 0.88 -2.14 0.24
N 2.09 0.71 0.65
N 1.54 0.71 -1.60
C -0.82 0.95 -0.10
H 1.88 -2.25 0.20
H 0.44 -2.66 0.99
H 1.62 1.72 -1.69
H 3.05 0.75 0.32
H 2.01 0.29 1.56
H 0.88 0.37 -2.29
H -1.34 1.58 -0.83
H -2.81 -0.68 -1.29
H -1.86 -2.18 -1.23
H -2.71 -1.62 0.20
H -0.23 2.50 1.31
H -0.39 0.89 2.02
H -1.83 1.83 1.61
*
```

Computed properties:
Molecular weight (g mol⁻¹): 127.2

Here are the Mulliken charges for atoms 1 to 2, given in e: number 1, C, carries -1.425; number 2, C, carries -1.353

***

Entry b
Density functional theory data (wB97M-V/def2-TZVPD) for one molecule with the formula C6H13N3.

Geometry as ORCA input:
```
! RIJCOSX wB97M-V def2-TZVPD def2/J DEFGRID3
* xyz 0 1
C -2.42 1.23 0.66
C -3.26 -0.77 -0.60
C 0.11 0.12 0.22
C 1.32 -0.71 0.04
C 2.54 -0.88 0.89
C 2.75 1.22 -0.67
H -1.96 2.08 0.11
H -3.51 1.45 0.44
H -2.25 1.33 1.75
H -3.29 -0.44 -1.68
H -3.00 -1.84 -0.48
H -4.22 -0.54 -0.11
H 0.11 1.17 0.44
H 1.08 -1.63 -0.53
H 2.87 -1.93 0.95
H 2.84 -0.27 1.73
H 2.18 1.46 -1.57
H 3.79 1.41 -0.81
H 2.43 1.90 0.13
N -2.16 -0.06 0.08
N -0.94 -0.47 -0.18
N 2.62 -0.24 -0.42
*
```

Computed properties:
SMILES: CN(C)/N=C/[C@@H]1CN1C
Molecular weight (g mol⁻¹): 127.2

Here are the Mulliken charges for atoms 1 to 2, given in e: number 1, C, carries -1.027; number 2, C, carries -0.818

***

Entry c
Density functional theory data (wB97M-V/def2-TZVPD) for a 2-piece molecular cluster, C6H13N3 overall.

Geometry as ORCA input:
```
! RIJCOSX wB97M-V def2-TZVPD def2/J DEFGRID3
* xyz 0 1
C 0.54 -1.52 -0.55
C -1.36 1.83 -0.72
C 1.48 -2.15 0.49
N -1.00 0.52 -0.21
C -0.09 0.52 1.61
C 0.40 -0.02 -0.35
N -2.12 -0.31 0.01
C 1.38 0.79 -0.83
N 0.09 1.53 2.27
H -2.01 -0.71 0.94
H -2.14 -1.07 -0.67
H -0.18 2.49 2.14
H -0.41 -2.04 -0.52
H 0.95 -1.71 -1.55
H -2.39 2.06 -0.46
H -0.72 2.59 -0.26
H -1.22 1.88 -1.80
H 2.35 0.37 -1.02
H 1.33 1.87 -0.79
H 2.47 -1.69 0.45
H 1.06 -2.02 1.49
H 1.58 -3.22 0.31
*
```

Computed properties:
Molecular weight (g mol⁻¹): 127.2

Here are the Mulliken charges for atoms 1 to 2, given in e: number 1, C, carries -0.651; number 2, C, carries -0.958

***

The structure with the least stability is entry c.

***

Entry a
Density functional theory data (wB97M-V/def2-TZVPD) for a 3-piece molecular cluster, C5H6FN overall.

Geometry as ORCA input:
```
! RIJCOSX wB97M-V def2-TZVPD def2/J DEFGRID3
* xyz 0 1
C 0.74 -0.52 -0.65
C 0.40 1.00 -0.49
C -0.78 1.26 0.08
C -1.29 -0.10 -0.08
C -0.60 -1.22 -0.49
H 0.37 -0.77 1.53
H 2.11 0.45 1.56
H 1.28 -0.75 -1.57
H 1.05 1.84 -0.92
H -1.23 2.19 0.53
H -0.93 -2.31 -0.55
N 1.52 -0.70 0.77
F -2.64 -0.37 0.26
*
```

Computed properties:
Molecular weight (g mol⁻¹): 99.1

Here are the Mulliken charges for atoms 1 to 2, given in e: number 1, C, carries 0.292; number 2, C, carries -0.578

***

Entry b
Density functional theory data (wB97M-V/def2-TZVPD) for one molecule with the formula C5H6FN.

Geometry as ORCA input:
```
! RIJCOSX wB97M-V def2-TZVPD def2/J DEFGRID3
* xyz 0 1
C -1.39 1.14 0.72
C -0.36 0.24 0.15
C 1.65 -0.40 -0.66
C 0.88 -1.52 -0.63
C -0.36 -1.12 -0.12
H -1.69 1.93 0.02
H -2.28 0.55 0.89
H -1.10 1.62 1.69
H 1.28 1.61 -0.05
H 2.69 -0.27 -0.97
H 1.19 -2.54 -0.93
N 0.92 0.65 -0.20
F -1.43 -1.89 0.09
*
```

Computed properties:
SMILES: Cc1[nH]ccc1F
Molecular weight (g mol⁻¹): 99.1

Here are the Mulliken charges for atoms 1 to 2, given in e: number 1, C, carries -1.174; number 2, C, carries -0.066

***

The structure with the least stability is entry a.

***

Entry a
Density functional theory data (wB97M-V/def2-TZVPD) for C4H6FNOS as an isolated structure.

Geometry as ORCA input:
```
! RIJCOSX wB97M-V def2-TZVPD def2/J DEFGRID3
* xyz 0 1
C -0.95 -0.61 -0.06
C -0.15 0.36 -0.61
C 1.44 0.19 -0.41
C 0.69 1.06 0.53
H -2.83 -1.28 0.24
H -2.43 -0.42 -1.32
H -0.43 1.23 -1.29
H 2.09 0.61 -1.15
H 2.16 -1.41 1.57
H 0.31 0.88 1.57
N -2.34 -0.66 -0.36
O -0.67 -1.17 1.08
F 0.65 2.37 0.33
S 2.46 -1.14 -0.12
*
```

Computed properties:
Molecular weight (g mol⁻¹): 135.2

Here are the Mulliken charges for atoms 1 to 2, given in e: number 1, C, carries 0.541; number 2, C, carries -0.227

***

Entry b
Density functional theory data (wB97M-V/def2-TZVPD) for one molecule with the formula C4H6FNOS.

Geometry as ORCA input:
```
! RIJCOSX wB97M-V def2-TZVPD def2/J DEFGRID3
* xyz 0 1
C 2.19 -1.26 1.29
C 1.20 -0.92 0.20
C -1.23 0.27 0.42
C -2.21 1.12 0.18
H 2.59 -2.27 1.11
H 1.71 -1.25 2.25
H 3.01 -0.53 1.30
H -1.45 -0.75 0.74
H -3.28 0.87 0.31
H -0.05 -0.47 -1.69
N 0.98 -1.77 -0.72
O 0.13 -1.43 -1.73
F -1.97 2.38 -0.23
S 0.47 0.72 0.27
*
```

Computed properties:
SMILES: C/C(=N/O)S/C=C\F
Molecular weight (g mol⁻¹): 135.2

Here are the Mulliken charges for atoms 1 to 2, given in e: number 1, C, carries -0.939; number 2, C, carries 0.493

***

The structure with the least stability is entry a.

***

Entry a
Density functional theory data (wB97M-V/def2-TZVPD) for a 2-piece molecular cluster, H4NO2P2 overall.

Geometry as ORCA input:
```
! RIJCOSX wB97M-V def2-TZVPD def2/J DEFGRID3
* xyz -1 1
N 1.49 1.05 0.25
O -0.65 1.94 -0.91
O -1.09 -1.01 1.52
P -0.13 -1.04 -1.37
P 0.28 0.90 -0.69
H 2.10 0.28 0.11
H -0.26 -0.84 0.86
H -1.31 -0.58 -2.00
H -0.42 -0.70 2.23
*
```

Computed properties:
Molecular weight (g mol⁻¹): 112.0

Here are the Mulliken charges for atoms 1 to 2, given in e: number 1, N, carries -0.707; number 2, O, carries -0.625

***

Entry b
Density functional theory data (wB97M-V/def2-TZVPD) for a 2-piece molecular cluster, H4NO2P2 overall.

Geometry as ORCA input:
```
! RIJCOSX wB97M-V def2-TZVPD def2/J DEFGRID3
* xyz -1 1
N -0.84 0.97 -0.34
O 2.49 1.73 0.36
O 2.44 0.18 -1.66
P 1.51 -1.15 0.98
P 1.90 0.58 -0.34
H -0.94 0.89 -1.36
H -0.76 1.97 -0.15
H 0.95 -1.85 -0.08
H 0.31 -0.56 1.32
*
```

Computed properties:
Molecular weight (g mol⁻¹): 112.0

Here are the Mulliken charges for atoms 1 to 2, given in e: number 1, N, carries -0.750; number 2, O, carries -0.596

***

The structure with the least stability is entry a.

***

Entry a
Density functional theory data (wB97M-V/def2-TZVPD) for C2H9N3O2 as an isolated structure.

Geometry as ORCA input:
```
! RIJCOSX wB97M-V def2-TZVPD def2/J DEFGRID3
* xyz 0 1
C 2.13 -0.61 -0.36
N 1.37 0.53 0.09
O 1.00 0.38 1.46
N 0.37 0.94 -0.73
O -0.31 1.90 -0.22
H 0.70 1.29 1.67
H 3.07 -0.63 0.18
H 2.32 -0.49 -1.42
H 1.59 -1.55 -0.17
C -1.81 -0.68 -0.45
N -2.21 0.21 0.54
H -1.81 1.17 0.32
H -1.77 -0.02 1.42
H -2.38 -0.59 -1.37
H -1.67 -1.70 -0.11
H -0.60 -0.15 -0.84
*
```

Computed properties:
Molecular weight (g mol⁻¹): 107.1

Here are the Mulliken charges for atoms 1 to 2, given in e: number 1, C, carries -0.695; number 2, N, carries 0.197

***

Entry b
Density functional theory data (wB97M-V/def2-TZVPD) for a 2-piece molecular cluster, C2H9N3O2 overall.

Geometry as ORCA input:
```
! RIJCOSX wB97M-V def2-TZVPD def2/J DEFGRID3
* xyz 0 1
C 1.60 1.05 -0.21
C 1.20 -1.30 -0.54
N -2.02 -0.32 0.99
N 0.79 0.05 -0.90
N -2.25 0.67 0.28
O -1.20 0.01 2.06
O -3.04 0.33 -0.81
H -1.05 0.96 1.91
H -3.19 -0.62 -0.67
H -0.19 0.18 -0.64
H 2.65 0.99 -0.52
H 1.12 -1.47 0.54
H 1.24 2.05 -0.46
H 1.54 0.93 0.88
H 2.23 -1.49 -0.86
H 0.56 -2.02 -1.05
*
```

Computed properties:
SMILES: O/N=N/O.CNC
Molecular weight (g mol⁻¹): 107.1

Here are the Mulliken charges for atoms 1 to 2, given in e: number 1, C, carries -0.847; number 2, C, carries -0.837

***

The structure with the least stability is entry a.